(1)
Here is a molecular structure, C5H10N2O at a distorted geometry from the Open Molecules 2025 dataset. Energies are from ωB97M-V with the def2-TZVPD basis set.

```
! RIJCOSX wB97M-V def2-TZVPD def2/J DEFGRID3
* xyz 0 1
C 0.523 -1.443 1.604
C 0.807 0.413 -0.093
C -0.672 0.983 -0.139
N -1.461 1.005 0.992
N -0.518 0.258 -2.502
C -0.874 0.079 -1.163
C 1.290 -0.413 0.849
O 1.707 1.211 -0.770
H 1.199 1.892 -1.222
H -2.376 0.576 0.969
H -1.093 1.504 1.783
H 0.373 0.704 -2.679
H -0.501 -0.593 -3.055
H -1.723 -0.606 -1.069
H 2.359 -0.374 1.025
H -0.457 -1.107 1.933
H 0.372 -2.363 1.023
H 1.045 -1.726 2.514
*
```

Properties
**Energy above the lowest of the compared OMol25 structures with the same formula, charge and spin**: 91.17 kcal per mole
**Gap between HOMO and LUMO**: 7.69 eV
**HOMO**: -6.8442 eV

Here are the Mulliken charges for atoms 1 to 8, given in e: -1.1252, 0.2863, -0.0215, -0.3684, -0.4373, -0.1431, -0.5173, -0.5817

***

(2)
Here is 2 unconnected molecules or ions with the total composition C5H10N2O at a distorted geometry from the Open Molecules 2025 dataset. Energies are from ωB97M-V with the def2-TZVPD basis set.

```
! RIJCOSX wB97M-V def2-TZVPD def2/J DEFGRID3
* xyz 0 1
H -1.235 2.174 0.699
N -1.840 1.352 0.769
C -1.474 0.425 -0.002
C -2.250 -0.846 -0.115
C -0.256 0.648 -1.010
O 0.197 1.763 -1.153
H -2.826 -1.028 0.790
H -2.921 -0.782 -0.970
H -1.579 -1.692 -0.265
H -0.247 -0.114 -1.806
C 0.884 -0.368 1.321
N 1.139 -0.379 0.081
C 2.455 -0.108 -0.419
H 1.656 -0.252 2.085
H -0.057 -0.714 1.723
H 2.559 -0.642 -1.365
H 3.250 -0.395 0.275
H 2.546 0.959 -0.636
*
```

Properties
**Energy above the lowest of the compared OMol25 structures with the same formula, charge and spin**: 62.50 kcal per mole
**Gap between HOMO and LUMO**: 9.32 eV
**SMILES**: [H]/N=C(/C)C=O.C=NC
**HOMO**: -9.0079 eV

Here are the Mulliken charges for atoms 1 to 8, given in e: 0.3017, -0.6384, 0.3112, -1.3001, 0.3207, -0.5939, 0.3539, 0.3587

***

(3)
Here is a single C5H10N2O molecule at a distorted geometry from the Open Molecules 2025 dataset. Energies are from ωB97M-V with the def2-TZVPD basis set.

```
! RIJCOSX wB97M-V def2-TZVPD def2/J DEFGRID3
* xyz 0 1
C -2.675 0.551 -0.174
C -1.300 -0.008 -0.048
N -1.021 -1.246 -0.226
C 0.401 -1.438 -0.026
C 1.038 -0.032 -0.125
C 2.103 0.270 0.909
O 1.572 0.236 -1.389
N -0.223 0.809 0.158
H -2.732 1.237 -1.019
H -2.932 1.104 0.728
H -3.380 -0.261 -0.321
H 0.791 -2.115 -0.791
H 0.587 -1.882 0.955
H 2.345 1.330 0.840
H 1.734 0.075 1.912
H 2.994 -0.320 0.713
H 0.959 -0.104 -2.057
H -0.261 1.795 -0.040
*
```

Properties
**Energy above the lowest of the compared OMol25 structures with the same formula, charge and spin**: 5.83 kcal per mole
**Gap between HOMO and LUMO**: 9.59 eV
**SMILES**: CC1=NC[C@@](C)(O)N1
**HOMO**: -8.7491 eV

Here are the Mulliken charges for atoms 1 to 8, given in e: -1.1096, 0.6165, -0.6115, -0.8073, 1.1105, -1.6266, -0.5803, -0.3265